(1)
A molecular structure, C22H45N2P3RhSSe. Source: the Open Molecules 2025 dataset; level of theory: ωB97M-V with the def2-TZVPD basis set.

Element x y z (Å)
P: -1.68 1.44 -1.49
H: -0.49 0.47 2.53
H: 3.38 1.35 0.60
H: 2.82 -0.44 3.35
H: -0.67 2.20 -3.62
C: -0.73 1.20 1.76
H: 1.89 2.11 -2.78
H: -2.32 -0.56 2.44
H: 1.57 -2.53 -1.90
H: -1.11 10.42 0.87
H: -3.47 -1.32 1.31
H: -2.07 6.30 1.75
Rh: 0.10 0.59 -0.28
H: 3.13 1.29 -1.80
H: 1.09 -0.90 3.39
H: -2.10 8.71 2.41
C: -1.33 -2.95 1.03
H: -0.10 3.10 0.99
H: -3.61 -1.63 3.08
H: 1.04 -0.83 -4.49
H: -3.62 2.85 -1.14
H: 1.55 0.81 3.21
H: -0.18 3.20 -2.25
H: 3.91 -0.16 -0.19
H: -1.78 1.49 1.71
H: 4.17 0.07 1.56
S: -1.07 4.93 -0.55
P: 1.85 -0.47 1.12
H: -0.14 7.27 -1.93
H: -0.20 0.38 -4.15
C: 2.19 -2.28 1.16
H: -0.14 -4.56 -0.65
H: -0.40 -1.31 -3.58
C: -1.64 8.41 1.47
H: 2.95 0.89 -3.53
C: 2.41 1.16 -2.61
H: 1.96 -2.76 0.20
C: 3.49 0.27 0.72
H: -2.42 -3.53 4.06
H: -3.56 1.50 0.03
C: 1.82 -0.21 2.95
P: 1.21 -0.13 -2.17
C: 0.32 -0.49 -3.74
H: -0.11 9.70 -1.31
C: -0.98 6.62 -0.06
H: -3.57 0.94 -2.94
H: -3.19 -0.43 -1.85
C: -1.17 -4.61 2.56
H: -0.49 -6.03 0.32
C: -2.75 0.34 -2.50
H: 1.59 -2.75 1.94
C: -1.94 -3.62 3.10
C: -1.09 9.36 0.60
H: 3.26 -2.44 1.39
H: 0.13 4.25 -0.29
H: 1.26 2.13 1.75
H: 2.61 -1.85 -3.17
H: 0.98 -5.07 0.66
C: -2.91 -1.46 2.24
C: -0.07 -5.01 0.35
H: 3.05 -1.63 -1.46
N: -2.06 -2.63 2.14
C: -1.60 7.05 1.13
C: -0.52 8.96 -0.61
Se: -1.14 -1.94 -0.52
H: -2.53 2.94 0.27
N: -0.84 -4.21 1.28
C: -0.49 7.60 -0.96
H: -1.81 3.40 -2.94
C: -2.96 2.27 -0.49
H: -2.21 -0.15 -3.30
H: -0.85 -5.55 2.96
C: -1.03 2.66 -2.70
C: 2.21 -1.68 -2.16
C: 0.25 2.13 1.33

Results
* largest force on an atom: 2.29 eV/A
* lowest unoccupied orbital energy (alpha / beta): -7.95 / -12.13 eV
* spin multiplicity: 5
* charge: +3
* orbital gap (alpha / beta): 4.77 / 4.35 eV
* energy relative to the best compared isomer or geometry (same formula, charge and spin): 0.00 kcal per mole

Mulliken population analysis, charges in e, atoms 1 to 6: number 1, P, carries 1.552; number 2, H, carries 0.398; number 3, H, carries 0.325; number 4, H, carries 0.532; number 5, H, carries 0.380; number 6, C, carries -0.660

(2)
A molecular structure, C22H45N2P3SSc. Source: the Open Molecules 2025 dataset; level of theory: ωB97M-V with the def2-TZVPD basis set.

Element x y z (Å)
H: 3.29 -2.48 -1.26
H: 2.96 2.60 -3.09
H: 1.01 1.29 3.62
H: 0.70 -3.28 2.34
H: 1.71 -3.19 -1.75
Sc: -0.08 -0.01 -0.38
H: -2.81 0.79 0.34
N: -2.56 0.23 1.14
C: 4.00 0.51 -1.11
C: -4.88 0.05 1.80
H: 3.67 -1.11 1.06
H: -2.16 3.31 -1.59
H: 4.21 -0.55 -0.88
C: 0.39 3.67 0.76
H: -0.49 1.48 -2.14
H: 1.65 0.24 -4.01
H: -0.94 -1.78 -0.82
H: 3.42 0.17 -3.78
C: 2.39 -3.00 -0.90
H: 2.93 3.18 2.40
H: 3.32 -2.62 1.92
H: -4.57 2.76 -1.52
C: -3.45 -0.19 2.04
P: 1.50 -2.02 0.39
C: -2.00 -0.11 -1.89
H: 4.69 0.83 -1.90
H: -0.18 -0.47 4.44
S: -2.56 -3.71 -2.68
C: -1.23 -2.33 -2.87
H: -0.34 -2.13 3.86
N: -1.29 -0.17 1.44
H: -5.48 -0.31 2.64
P: 1.07 2.05 1.30
C: 2.84 2.49 1.55
P: 2.27 0.73 -1.72
C: 2.88 -1.68 1.55
H: -0.34 -2.90 -3.14
C: 2.32 2.50 -2.20
H: -3.68 -1.46 -1.94
H: -0.40 -3.42 0.94
H: 2.70 3.14 -1.40
C: 2.45 -0.09 -3.34
H: -0.51 2.04 3.15
H: 1.31 2.85 -2.46
H: 1.11 -4.37 0.99
H: 4.19 1.10 -0.21
H: 2.53 -1.11 2.41
C: -0.96 -1.25 -1.83
H: -5.22 -0.47 0.89
H: -1.67 -1.92 -3.80
H: -5.36 0.41 -1.72
C: -3.38 -0.41 -1.88
C: -2.73 -0.81 3.04
H: 0.82 3.97 -0.20
H: -3.12 -1.26 3.93
H: 2.39 -1.18 -3.22
H: 0.90 3.07 3.51
C: 0.57 2.12 3.06
C: -1.37 -0.73 2.69
H: 0.61 4.44 1.52
H: 3.29 2.95 0.66
H: 0.08 -0.85 -2.12
H: 3.41 1.58 1.79
C: -0.23 -1.09 3.53
H: 2.69 -3.97 -0.48
C: -1.54 1.23 -1.88
H: -1.73 -4.50 -2.08
C: -4.29 0.64 -1.72
H: 0.72 -0.99 3.00
H: -0.70 3.58 0.64
H: -5.10 1.11 1.65
C: 0.65 -3.40 1.25
C: -3.83 1.97 -1.62
C: -2.47 2.27 -1.70

Results
* largest force on an atom: 5.08 eV/A
* lowest unoccupied orbital energy: -9.93 eV
* charge: +3
* orbital gap: 7.46 eV
* energy relative to the best compared isomer or geometry (same formula, charge and spin): 0.00 kcal per mole

Mulliken population analysis, charges in e, atoms 1 to 6: number 1, H, carries 0.318; number 2, H, carries 0.546; number 3, H, carries 0.327; number 4, H, carries 0.295; number 5, H, carries 0.264; number 6, Sc, carries -1.998

(3)
A molecular structure, C22H45N2P3SeV. Source: the Open Molecules 2025 dataset; level of theory: ωB97M-V with the def2-TZVPD basis set.

Element x y z (Å)
H: 1.80 0.98 -1.39
C: 2.56 0.07 5.25
H: 0.09 0.09 -2.10
H: 2.23 2.87 -0.29
P: -0.09 2.39 0.35
H: -1.73 -2.91 1.99
V: -0.10 -0.01 0.49
C: -0.81 3.14 -1.15
C: 3.60 -0.08 -5.27
H: 1.85 0.51 -8.14
C: -3.67 1.25 0.60
H: 1.34 4.34 0.23
C: -0.79 0.00 3.68
H: -0.93 4.31 1.57
H: -3.52 -1.64 1.76
H: -0.25 -2.68 -1.99
H: -1.66 -3.29 -1.07
H: -0.13 -4.24 -1.11
C: -3.06 -0.19 -1.70
Se: -0.31 0.19 -3.61
H: -0.12 -3.17 2.70
H: -3.63 1.42 1.68
H: -3.22 -2.49 0.23
C: -0.72 -3.30 1.79
H: -2.62 -0.92 4.14
P: -2.56 -0.12 0.06
H: -0.46 4.17 -1.20
N: 0.06 0.00 2.60
H: 1.67 -4.24 0.27
H: 1.71 -0.87 -1.37
H: 2.45 -2.69 -0.17
N: 1.31 0.02 3.14
C: -0.03 0.02 4.85
H: -0.03 0.49 -6.52
H: -1.91 3.12 -1.11
H: 2.63 -0.81 5.91
H: -2.65 0.86 4.13
C: -3.56 -1.55 0.67
C: 2.29 0.06 0.50
C: 2.05 0.35 -7.08
H: 2.13 -3.07 1.55
H: 2.72 -0.29 -3.29
C: -2.25 -0.02 3.61
C: 2.54 -0.10 -4.35
H: -0.49 2.96 2.67
H: 2.16 0.03 2.57
P: 0.09 -2.41 0.41
H: -3.42 2.18 0.09
H: 4.61 -0.25 -4.91
C: 1.75 -3.17 0.52
C: 1.22 0.13 -4.78
C: -0.56 -3.23 -1.09
H: -2.02 2.90 1.77
H: 1.93 3.17 1.45
H: -0.79 -4.37 1.55
H: -2.59 -1.05 -2.19
H: -4.60 -1.37 0.38
C: 1.51 3.27 0.44
C: 1.72 0.06 -0.81
H: -2.74 0.72 -2.22
H: -0.48 2.59 -2.05
H: -4.16 -0.28 -1.77
C: 0.99 0.33 -6.17
H: -4.70 0.96 0.34
C: 1.31 0.04 4.48
H: 2.78 -0.85 0.85
C: 3.36 0.17 -6.63
H: 2.69 1.00 0.87
H: -2.65 -0.04 2.59
H: 2.59 0.96 5.89
H: -0.40 0.03 5.86
H: 3.46 0.09 4.62
H: 4.19 0.21 -7.33
C: -0.97 3.22 1.72

Results
* largest force on an atom: 1.94 eV/A
* lowest unoccupied orbital energy (alpha / beta): -9.88 / -11.94 eV
* spin multiplicity: 3
* charge: +3
* orbital gap (alpha / beta): 7.46 / 4.36 eV
* energy relative to the best compared isomer or geometry (same formula, charge and spin): 0.00 kcal per mole

Mulliken population analysis, charges in e, atoms 1 to 6: number 1, H, carries 0.892; number 2, C, carries -1.304; number 3, H, carries -0.002; number 4, H, carries 0.400; number 5, P, carries 1.506; number 6, H, carries 0.197

(4)
A molecular structure, C22H46N2O20S4. Source: the Open Molecules 2025 dataset; level of theory: ωB97M-V with the def2-TZVPD basis set.

Element x y z (Å)
H: 4.52 2.78 1.36
H: -2.30 -3.17 1.91
O: 0.49 -0.94 3.47
H: 4.09 4.06 3.22
C: -3.11 -3.04 -3.31
H: 1.54 0.37 -0.98
H: -3.58 2.45 -0.04
O: -1.69 -1.52 -2.14
H: 0.33 -1.05 -2.29
H: 2.55 -0.18 -5.66
H: -4.75 0.45 0.63
H: 4.59 2.56 3.85
C: 3.79 3.01 3.26
C: -5.23 1.01 -0.17
C: -4.18 1.94 -0.80
O: 2.39 -2.33 4.32
C: 1.22 1.06 4.45
O: 0.45 -6.00 3.54
H: 3.66 1.17 -0.43
O: 2.34 0.24 4.44
C: -1.36 -3.37 1.40
H: -3.95 -2.80 -3.96
H: 1.29 2.40 0.35
C: 3.91 0.20 -3.87
H: 1.37 -1.02 1.59
H: 2.15 -1.19 -4.21
O: -0.92 -4.13 4.47
C: 2.57 -0.25 -4.57
H: 1.49 2.05 4.09
H: 0.90 1.83 -1.77
O: -0.20 -1.13 -4.22
C: 2.76 0.94 0.15
S: 2.10 -1.14 3.54
O: -1.73 3.11 0.81
H: -3.26 -4.11 -3.13
H: -4.09 -0.98 -2.38
H: -1.54 -3.33 0.33
H: -2.68 1.48 -2.27
H: 1.94 1.30 -0.47
H: -2.63 0.44 -0.88
O: -1.08 -4.71 1.86
O: 3.66 1.60 -3.52
O: 0.18 -3.21 -2.88
H: -2.78 -2.86 -1.13
C: -0.54 2.99 1.00
C: 1.30 -0.58 -0.50
O: -2.01 -2.79 -4.17
H: -3.70 -1.60 -1.93
C: -2.88 -2.30 -2.06
S: -0.72 -2.13 -3.35
C: 0.22 -1.31 -1.23
C: 0.01 2.24 -1.31
H: 4.10 -0.37 -2.95
H: 2.22 -1.16 -0.60
C: -0.10 -2.71 1.84
C: -4.43 0.05 -2.21
H: 4.72 0.19 -4.60
H: -0.44 -1.93 2.52
S: -0.23 -4.74 3.30
H: -0.83 1.56 -1.41
H: 2.77 -0.11 0.45
O: 1.66 1.13 -1.86
H: 0.44 -2.15 1.07
H: -0.62 2.71 3.08
H: 1.04 2.75 2.46
H: 0.78 1.25 5.43
C: 0.10 0.42 3.61
C: -3.30 0.88 -1.61
H: 0.19 4.26 2.52
N: 3.75 2.42 1.91
N: 0.32 2.55 0.09
C: 2.75 1.64 1.51
H: -6.14 1.58 0.07
H: -4.76 0.59 -3.09
O: -5.51 0.12 -1.29
H: 2.83 3.06 3.77
O: 1.61 0.81 -4.38
O: -0.57 -0.75 0.88
C: 0.05 3.19 2.36
C: -1.06 -0.94 -0.50
S: 2.02 1.79 -3.16
O: 1.58 3.16 -3.39
O: 2.73 -0.87 2.23
C: 0.79 -0.37 0.94
H: 0.18 0.58 2.53
H: -4.60 2.67 -1.49
H: -0.95 0.52 3.90
H: 0.92 0.67 1.24
H: -1.87 -1.66 -0.58
O: 1.72 1.56 2.15
H: -1.55 -0.06 -0.90
O: 0.71 -3.62 2.57
H: -0.26 3.20 -1.76
H: 0.35 -2.38 -1.07

Results
* largest force on an atom: 18.54 eV/A
* lowest unoccupied orbital energy: -0.19 eV
* orbital gap: 8.46 eV

Mulliken population analysis, charges in e, atoms 1 to 6: number 1, H, carries 0.347; number 2, H, carries 0.237; number 3, O, carries -0.478; number 4, H, carries 0.427; number 5, C, carries -0.404; number 6, H, carries -0.259

Q: Which value of largest force on an atom does entry 1 give?
A: 2.29 eV/A